# 1
The following is a DFT calculation (ωB97M-V/def2-TZVPD) of a cluster of 2 separate species, C2H10NS in total.

For the largest force on an atom, the calculation gives 0.623 eV/Å. Its spin multiplicity is 1. For the orbital gap, the calculation gives 8.640 eV. Its charge is +1. The calculated total energy is -534.880518 a.u.

Atoms and positions in Å:
N1 -2.09408 -1.26430 -1.04006
H1 -1.66974 -0.62530 -0.34079
H2 -2.05833 -2.24039 -0.71785
H3 -1.56264 -1.20452 -1.90641
H4 -3.06466 -1.02581 -1.23511
C1 1.10146 0.76633 -0.80179
S1 0.02087 0.46844 0.60130
C2 1.19771 0.61342 1.95334
H5 1.91982 0.05846 -0.77100
H6 0.47984 0.63746 -1.69399
H7 1.43396 1.79649 -0.77379
H8 1.36992 1.67424 2.14040
H9 2.14268 0.13082 1.70702
H10 0.78317 0.21465 2.87873

Mulliken population analysis, charges in e, atoms 1 to 6: N -0.37; H 0.10; H 0.40; H 0.40; H 0.40; C -0.82

***

# 2
The following is a DFT calculation (ωB97M-V/def2-TZVPD) of a cluster of 2 separate species, C2H10NS2 in total at a distorted geometry.

For the largest force on an atom, the calculation gives 1.572 eV/Å. Its spin multiplicity is 1. For the orbital gap, the calculation gives 9.228 eV. Its charge is +1. The calculated total energy is -933.069789 a.u.

Atoms and positions in Å:
C1 -0.52039 1.74580 -1.98361
N1 -0.50697 0.34056 -1.46948
H1 -0.51625 2.41325 -1.10715
H2 0.39277 1.80775 -2.56286
H3 -1.43225 1.81206 -2.56035
H4 -1.43288 -0.07423 -1.45511
H5 -0.06048 0.22914 -0.54470
H6 0.06759 -0.24030 -2.10021
C2 0.26975 -0.46649 2.58894
S1 1.36002 -0.63172 1.12474
S2 0.85049 -2.47384 0.27796
H7 -0.75154 -0.38771 2.25925
H8 0.59984 0.47197 3.05086
H9 0.42486 -1.30939 3.20943
H10 1.25545 -3.23685 1.27230

Mulliken population analysis, charges in e, atoms 1 to 6: C -0.72; N -0.21; H 0.30; H 0.31; H 0.34; H 0.37

***

# 3
The following is a DFT calculation (ωB97M-V/def2-TZVPD) of a cluster of 3 separate species, C2H10O2S2 in total at a distorted geometry.

The SMILES is CCSS.O.O. For the largest force on an atom, the calculation gives 3.241 eV/Å. Its spin multiplicity is 1. For the orbital gap, the calculation gives 8.379 eV. Its charge is 0. The calculated total energy is -1028.977282 a.u.

Atoms and positions in Å:
C1 0.61597 -0.53207 3.12842
C2 0.59893 0.88824 2.54677
S1 -0.68042 0.95295 1.25395
S2 0.40827 0.33341 -0.42852
H1 1.54457 -0.85179 3.59053
H2 -0.30839 -0.71691 3.68281
H3 0.47828 -1.32382 2.38817
H4 0.39996 1.57266 3.37024
H5 1.59829 1.07809 2.15955
H6 0.83431 0.77493 -1.65279
O1 -3.29752 -2.43200 -2.67382
H7 -3.15951 -3.04349 -3.40655
H8 -3.46330 -3.12996 -2.02500
O2 2.54254 -0.20102 -3.29471
H9 3.42510 0.15338 -3.17253
H10 2.50348 -0.85556 -3.99205

Mulliken population analysis, charges in e, atoms 1 to 6: C -1.01; C -0.44; S -0.06; S -0.23; H 0.32; H 0.31

***

# 4
The following is a DFT calculation (ωB97M-V/def2-TZVPD) of a cluster of 3 separate species, C2H10O2S2 in total at a distorted geometry.

The SMILES is CSSC.O.O. For the largest force on an atom, the calculation gives 1.599 eV/Å. Its spin multiplicity is 1. For the orbital gap, the calculation gives 7.981 eV. Its charge is 0. The calculated total energy is -1029.006727 a.u.

Atoms and positions in Å:
C1 1.04815 -2.24362 -1.06949
S1 2.50411 -1.43004 -0.22872
S2 2.33670 0.64414 -0.60604
C2 0.67138 1.06329 -1.21208
H1 0.70356 -1.56047 -1.85864
H2 1.38386 -3.24137 -1.39376
H3 0.22922 -2.30487 -0.34972
H4 0.73849 2.01284 -1.75667
H5 0.11645 0.29193 -1.71955
H6 0.12765 1.22292 -0.28601
O1 -0.67754 0.56365 3.02815
H7 -0.75364 1.50849 3.18279
H8 -1.61853 0.37894 2.93510
O2 -2.34744 0.99925 0.86132
H9 -2.36120 0.32938 0.16480
H10 -2.10119 1.76554 0.30854

Mulliken population analysis, charges in e, atoms 1 to 6: C -0.71; S -0.06; S -0.06; C -0.57; H 0.19; H 0.31

***

# 5
The following is a DFT calculation (ωB97M-V/def2-TZVPD) of a cluster of 3 separate species, C2H10O3 in total at a distorted geometry.

The SMILES is CCO.O.O. For the largest force on an atom, the calculation gives 7.461 eV/Å. Its spin multiplicity is 1. For the orbital gap, the calculation gives 11.550 eV. Its charge is 0. The calculated total energy is -307.845881 a.u.

Atoms and positions in Å:
C1 1.61431 0.32135 0.37728
C2 0.88069 -1.00167 0.41901
O1 -0.61558 -0.99455 0.35330
H1 0.94844 0.79582 1.21936
H2 2.55333 0.29080 0.96525
H3 1.87365 0.72622 -0.64673
H4 1.12980 -1.33037 1.46373
H5 0.97452 -1.82329 -0.27184
H6 -1.10042 -0.77322 1.16097
O2 -2.02188 2.15335 0.86412
H7 -1.04315 1.83008 0.81353
H8 -2.30180 1.89672 0.07838
O3 -1.04582 -0.35593 -2.30355
H9 -1.21024 -1.03152 -2.97563
H10 -0.63583 -0.70379 -1.51717

Mulliken population analysis, charges in e, atoms 1 to 6: C -0.76; C -0.40; O -0.60; H 0.15; H 0.35; H 0.23

***

# 6
The following is a DFT calculation (ωB97M-V/def2-TZVPD) of a cluster of 4 separate species, C2H10O3 in total at a distorted geometry.

The SMILES is C=C.O.O.O. For the largest force on an atom, the calculation gives 2.224 eV/Å. Its spin multiplicity is 1. For the orbital gap, the calculation gives 10.479 eV. Its charge is 0. The calculated total energy is -307.865830 a.u.

Atoms and positions in Å:
C1 2.54495 0.06724 0.11789
C2 1.52634 -0.62660 0.60451
H1 3.26338 0.50665 0.78737
H2 2.68542 0.14698 -0.95303
H3 1.43394 -0.71136 1.68597
H4 0.83785 -1.28600 0.09308
O1 -1.84043 1.87004 -0.42983
H5 -2.39561 1.08902 -0.40834
H6 -2.23045 2.51215 0.17549
O2 -1.41068 0.07363 1.96040
H7 -1.29202 -0.85822 2.08945
H8 -1.19016 0.20947 1.03351
O3 -0.61054 -1.21464 -2.00131
H9 0.07277 -1.09737 -2.63109
H10 -1.39476 -0.68097 -2.12407

Mulliken population analysis, charges in e, atoms 1 to 6: C -0.44; C -0.45; H 0.24; H 0.20; H 0.16; H 0.27